Record 1
Computed, not measured: 2 unconnected molecules or ions with the total composition C4H9NO2, with ωB97M-V/def2-TZVPD.

```
16
Properties=species:S:1:pos:R:3:forces:R:3
C 2.344 -0.034 0.672 0.054 -0.134 -0.030
N 0.989 0.346 0.294 -0.201 0.147 -0.410
C 0.478 0.053 -0.877 0.094 -0.035 0.441
C -0.536 0.896 -1.629 -0.130 -0.027 -0.077
O 0.340 1.725 -1.997 -0.052 -0.164 -0.186
O -1.713 0.699 -1.842 0.501 0.190 0.112
C -2.303 -0.736 0.755 -0.109 0.038 -0.090
H 2.545 -1.013 0.234 0.118 0.108 0.122
H 2.441 -0.094 1.760 -0.073 0.012 -0.233
H 3.050 0.699 0.270 -0.026 -0.135 0.132
H 0.593 1.136 0.791 -0.091 -0.136 -0.091
H -1.233 -0.899 0.873 -0.064 -0.101 0.176
H 0.948 -0.788 -1.394 -0.004 0.369 -0.051
H -2.534 -0.803 -0.305 -0.083 -0.145 0.084
H -2.546 0.287 1.055 -0.020 -0.183 0.147
H -2.862 -1.472 1.338 0.086 0.196 -0.045
```
Positions in Å, forces in eV/Å.

Calculated values
HOMO energy = -0.3547 hartree
Energy above the lowest of the compared OMol25 structures with the same formula, charge and spin = 239.1 kJ/mol

Record 2
Computed, not measured: a single C4H9NO2 molecule in a non-equilibrium geometry, with ωB97M-V/def2-TZVPD.

```
16
Properties=species:S:1:pos:R:3:forces:R:3
C -1.600 1.057 -0.503 -1.503 0.203 1.045
N -1.474 0.182 0.677 2.088 -0.410 -1.608
C -0.261 -1.985 -0.394 -0.186 0.056 0.100
C -0.245 -0.705 0.514 -0.605 1.923 -2.235
C 0.920 0.219 0.030 1.632 -0.070 -0.676
O 1.420 1.164 0.871 -0.553 -0.161 0.334
O 1.519 0.089 -1.020 -1.071 -0.515 0.232
H -2.614 1.391 -0.602 -0.778 0.413 0.435
H -1.010 1.955 -0.400 0.442 0.134 0.171
H -1.465 0.652 -1.472 0.852 -1.045 -0.938
H -2.273 -0.384 0.906 -0.256 -0.041 -0.356
H -0.962 -2.694 0.043 -0.056 -0.075 0.283
H 0.754 -2.491 -0.355 -1.191 0.806 -0.401
H -0.664 -1.855 -1.442 0.974 0.288 1.066
H -0.058 -0.918 1.501 0.960 -1.158 2.242
H 2.202 1.533 0.396 -0.750 -0.348 0.307
```
Positions in Å, forces in eV/Å.

Calculated values
HOMO energy = -0.3432 hartree
SMILES = CN[C@@H](C)C(=O)O
Energy above the lowest of the compared OMol25 structures with the same formula, charge and spin = 157.4 kJ/mol

Record 3
Computed, not measured: a single C4H9NO2 molecule in a non-equilibrium geometry, with ωB97M-V/def2-TZVPD.

```
16
Properties=species:S:1:pos:R:3:forces:R:3
C 0.173 -1.443 -0.050 -1.001 -2.255 -2.388
C -1.265 -1.290 0.453 1.797 -1.347 2.631
O -1.489 -0.364 1.531 0.731 -0.304 2.075
C 0.681 -0.147 -0.513 2.231 0.852 0.908
N 0.482 1.000 0.240 -4.045 1.089 1.035
C 0.304 2.279 -0.526 1.429 -0.622 -1.381
O 1.478 -0.126 -1.410 0.598 0.233 -1.980
H 0.921 -2.081 0.532 -1.169 1.271 -0.246
H 0.032 -2.135 -1.077 0.477 1.867 2.587
H -1.306 -2.235 0.998 -1.761 -0.635 -1.097
H -1.916 -0.968 -0.338 -0.531 -0.557 -0.225
H -1.141 -0.769 2.396 -0.808 0.909 -2.054
H -0.307 0.925 0.969 1.727 -0.288 -1.530
H 1.178 2.213 -1.186 -0.160 0.629 -0.065
H -0.568 2.457 -1.269 0.808 -0.794 1.732
H 0.466 3.124 0.140 -0.324 -0.049 -0.001
```
Positions in Å, forces in eV/Å.

Calculated values
HOMO energy = -0.3423 hartree
SMILES = CNC(=O)CCO
Energy above the lowest of the compared OMol25 structures with the same formula, charge and spin = 253.1 kJ/mol

Record 4
Computed, not measured: a single C4H9NO2 molecule, with ωB97M-V/def2-TZVPD.

```
16
Properties=species:S:1:pos:R:3:forces:R:3
C -0.395 2.122 -1.130 -0.086 0.060 -0.214
N 0.591 1.850 -0.091 -0.026 -0.022 0.095
C 1.147 0.515 -0.157 0.023 -0.105 -0.011
C 0.162 -0.504 0.425 -0.283 0.239 0.295
O -0.752 -0.145 1.136 0.282 -0.138 -0.265
O 0.401 -1.796 0.168 -0.010 0.209 -0.021
C -0.533 -2.667 0.831 -0.117 -0.185 0.102
H 0.044 1.931 -2.113 0.005 0.018 0.082
H -0.672 3.180 -1.101 0.020 -0.157 0.041
H -1.317 1.524 -1.046 0.127 0.010 0.014
H 0.101 1.886 0.799 0.141 0.263 -0.006
H 2.050 0.469 0.469 -0.138 -0.083 -0.103
H 1.464 0.288 -1.181 -0.184 -0.176 0.212
H -0.306 -3.682 0.509 0.069 0.169 -0.037
H -1.556 -2.393 0.566 0.146 -0.083 -0.014
H -0.429 -2.578 1.916 0.031 -0.019 -0.169
```
Positions in Å, forces in eV/Å.

Calculated values
HOMO energy = -0.3356 hartree
SMILES = CNCC(=O)OC
Energy above the lowest of the compared OMol25 structures with the same formula, charge and spin = 121.1 kJ/mol

Record 5
Computed, not measured: 3 unconnected molecules or ions with the total composition C4H9NO2, with ωB97M-V/def2-TZVPD.

```
16
Properties=species:S:1:pos:R:3:forces:R:3
C -2.149 -0.237 0.162 0.249 -0.411 -0.570
C -1.222 -0.311 -0.858 0.194 -0.022 0.506
N -0.321 0.690 -0.658 -0.153 0.492 -0.300
C -0.676 1.447 0.421 0.220 -0.566 0.193
C -1.788 0.859 0.977 -0.367 0.391 0.054
H -2.969 -0.925 0.266 -0.105 0.051 0.211
H -1.026 -1.036 -1.628 -0.335 -0.014 -0.149
H 0.383 0.950 -1.325 0.393 -0.203 0.168
H -0.016 2.219 0.774 -0.199 0.245 -0.055
H -2.342 1.221 1.828 0.133 -0.039 0.091
H 0.868 -1.274 0.676 0.368 0.011 0.353
H 1.727 -0.940 1.923 -0.131 -0.129 -0.253
O 1.725 -1.460 1.107 -0.296 0.164 -0.091
H 2.694 -0.602 -1.991 0.014 0.214 0.418
H 2.636 -0.568 -0.439 -0.204 -0.014 -0.061
O 2.477 -0.034 -1.235 0.220 -0.169 -0.515
```
Positions in Å, forces in eV/Å.

Calculated values
HOMO energy = -0.3096 hartree
SMILES = c1cc[nH]c1.O.O
Energy above the lowest of the compared OMol25 structures with the same formula, charge and spin = 101.1 kJ/mol

Record 6
Computed, not measured: a single C4H9NO2 molecule in a non-equilibrium geometry, with ωB97M-V/def2-TZVPD.

```
16
Properties=species:S:1:pos:R:3:forces:R:3
C -1.391 -0.028 0.883 -2.891 -2.309 1.272
O -1.429 -0.841 2.136 -0.406 2.819 1.375
C -0.057 0.127 0.285 0.630 1.493 -0.426
C -0.164 0.332 -1.254 -2.128 0.329 1.072
C 1.133 0.035 -1.881 1.635 -3.030 -0.329
O 1.584 -1.105 -1.670 -0.306 2.629 -0.860
N 0.677 1.217 0.961 -0.016 1.494 -1.336
H -2.104 -0.555 0.203 0.681 0.059 0.251
H -1.930 0.844 1.166 0.138 1.361 -0.318
H -1.731 -0.178 2.894 1.144 -2.288 -2.494
H 0.421 -0.827 0.320 0.777 -0.559 0.750
H -0.999 -0.366 -1.608 1.448 0.768 0.158
H -0.537 1.335 -1.383 0.011 0.531 -0.549
H 1.698 0.753 -2.556 -0.619 -0.514 0.733
H 1.286 1.038 1.720 0.391 -0.481 0.395
H 0.787 2.206 0.594 -0.490 -2.302 0.306
```
Positions in Å, forces in eV/Å.

Calculated values
HOMO energy = -0.3350 hartree
SMILES = N[C@@H](CO)CC=O
Energy above the lowest of the compared OMol25 structures with the same formula, charge and spin = 275.5 kJ/mol

Record 7
Computed, not measured: a single C4H9NO2 molecule, with ωB97M-V/def2-TZVPD.

```
16
Properties=species:S:1:pos:R:3:forces:R:3
C 0.466 1.584 1.475 -0.243 0.000 0.000
C 0.034 0.870 0.204 -0.230 -0.099 0.440
O 1.080 1.127 -0.696 0.089 -0.049 -0.374
C -0.156 -0.640 0.496 0.064 0.107 0.008
N -0.874 -1.371 -0.546 0.048 -0.012 -0.163
C -0.420 -1.540 -1.802 0.129 0.006 -0.126
O 0.598 -1.044 -2.264 -0.332 -0.226 0.144
H -0.181 1.367 2.330 0.109 -0.004 -0.070
H 0.525 2.671 1.348 -0.069 -0.282 -0.150
H 1.473 1.215 1.632 0.219 0.058 0.508
H -0.931 1.258 -0.165 0.146 -0.044 -0.032
H 1.099 0.441 -1.387 -0.130 0.041 0.033
H 0.829 -1.104 0.655 -0.119 0.151 -0.075
H -0.740 -0.791 1.412 0.159 0.226 -0.163
H -1.726 -1.852 -0.304 0.089 0.070 -0.008
H -1.072 -2.193 -2.407 0.071 0.058 0.028
```
Positions in Å, forces in eV/Å.

Calculated values
HOMO energy = -0.3646 hartree
SMILES = C[C@@H](O)CNC=O
Energy above the lowest of the compared OMol25 structures with the same formula, charge and spin = 77.0 kJ/mol

Record 8
Computed, not measured: a single C4H9NO2 molecule in a non-equilibrium geometry, with ωB97M-V/def2-TZVPD.

```
16
Properties=species:S:1:pos:R:3:forces:R:3
O 1.069 1.356 -2.142 -0.754 1.020 -1.559
C 0.226 0.555 -1.829 1.340 -0.546 -0.032
C 0.677 -0.233 -0.624 -3.996 -4.175 2.114
C -0.029 0.463 0.712 -0.353 -2.012 -1.348
C -1.142 -0.544 1.237 1.333 0.090 -2.364
O -2.389 -0.196 0.778 -2.697 3.007 -0.047
N 2.097 -0.712 -0.491 -1.059 2.730 2.264
H -0.784 0.340 -2.421 1.735 0.545 1.313
H 0.053 -1.265 -0.634 1.366 2.231 -0.375
H -0.581 1.378 0.406 0.670 -0.338 0.398
H 0.726 0.643 1.479 -0.030 0.250 -0.151
H -1.150 -0.675 2.255 0.255 0.081 2.778
H -1.064 -1.562 0.812 0.712 0.464 0.250
H -2.668 0.742 1.077 0.835 -2.364 -0.591
H 2.377 -0.244 0.437 -0.334 -1.448 -1.296
H 2.580 -0.048 -1.052 0.978 0.465 -1.353
```
Positions in Å, forces in eV/Å.

Calculated values
HOMO energy = -0.3609 hartree
SMILES = N[C@H](C=O)CCO
Energy above the lowest of the compared OMol25 structures with the same formula, charge and spin = 348.1 kJ/mol

Record 9
Computed, not measured: a single C4H9NO2 molecule, with ωB97M-V/def2-TZVPD.

```
16
Properties=species:S:1:pos:R:3:forces:R:3
C 2.161 -0.244 -1.421 0.193 -0.031 -0.104
N 0.920 0.154 -0.793 -0.032 0.174 0.459
C 0.972 0.664 0.363 0.128 -0.102 -0.325
O -0.094 1.008 1.089 0.055 -0.042 0.017
C -1.394 0.807 0.508 -0.144 -0.041 -0.115
C -1.878 -0.632 0.599 -0.267 0.271 0.267
O -1.144 -1.557 -0.159 0.017 -0.080 -0.193
H 2.220 -1.339 -1.425 0.039 0.165 -0.030
H 2.173 0.088 -2.463 0.002 -0.020 0.154
H 3.054 0.154 -0.917 -0.114 -0.062 -0.047
H 1.893 0.878 0.916 -0.077 -0.004 -0.124
H -2.055 1.447 1.099 0.063 -0.102 -0.095
H -1.384 1.160 -0.530 0.020 -0.070 0.132
H -1.867 -0.941 1.655 0.026 0.027 -0.165
H -2.932 -0.627 0.275 0.131 0.017 0.050
H -0.524 -1.054 -0.718 -0.038 -0.100 0.118
```
Positions in Å, forces in eV/Å.

Calculated values
HOMO energy = -0.3541 hartree
SMILES = C/N=C/OCCO
Energy above the lowest of the compared OMol25 structures with the same formula, charge and spin = 181.5 kJ/mol

Record 10
Computed, not measured: 2 unconnected molecules or ions with the total composition C4H9NO2P in a non-equilibrium geometry, with ωB97M-V/def2-TZVPD.

```
17
Properties=species:S:1:pos:R:3:forces:R:3
C 0.597 0.885 0.582 -0.563 0.711 -0.117
C -0.134 0.628 -0.492 -2.444 -0.896 -1.889
C 2.621 -0.649 0.077 2.191 -0.453 2.292
C 2.017 0.521 0.904 2.002 0.981 0.290
N -2.919 -1.105 -0.506 -0.784 1.936 3.269
O -3.676 0.707 -2.019 0.311 0.916 -1.991
O -3.524 1.274 0.507 0.789 -0.302 -0.440
P -3.031 0.586 -0.720 0.744 -1.636 2.616
H 0.103 1.524 1.348 0.380 -0.428 -0.301
H 0.039 0.005 -1.445 0.571 0.841 1.741
H 2.984 -0.515 -0.947 -1.390 0.362 -0.186
H 3.706 -0.830 0.502 -2.017 -0.129 -0.055
H 1.972 -1.516 0.286 0.581 -0.014 -0.757
H 2.774 1.393 0.675 -1.582 -1.048 0.794
H 2.058 0.331 2.073 0.285 0.089 -2.317
H -2.883 -1.560 0.405 0.256 0.662 -0.452
H -2.707 -1.679 -1.232 0.669 -1.589 -2.497
```
Positions in Å, forces in eV/Å.

Calculated values
HOMO energy (alpha / beta) = -0.1186 / -0.1188 hartree
Total charge = -1
Energy above the lowest of the compared OMol25 structures with the same formula, charge and spin = 304.4 kJ/mol